(1)
The following is a DFT calculation (ωB97M-V/def2-TZVPD) of a 4-piece molecular cluster, H7O3S overall.

ORCA input file:
```
! wB97M-V def2-TZVPD RIJCOSX def2/J DEFGRID3
* xyz -1 1
S 0.36 1.76 -0.38
H -0.04 2.79 0.38
H 1.10 -1.04 1.12
H 0.81 -1.17 -0.28
O 1.02 -1.73 0.44
H -0.38 0.63 -2.28
H 0.42 -0.57 -2.74
O -0.49 -0.28 -2.65
H -0.77 -0.87 1.97
H -1.00 0.60 1.89
O -1.03 -0.12 2.53
*
```

---

(2)
The following is a DFT calculation (ωB97M-V/def2-TZVPD) of an isolated molecule of C4H8ClNOS.

ORCA input file:
```
! wB97M-V def2-TZVPD RIJCOSX def2/J DEFGRID3
* xyz 0 1
C -0.83 0.25 0.77
C 0.02 0.47 -0.36
C 0.42 -0.92 -0.51
C -1.10 -1.18 0.20
H -2.59 0.73 1.31
H -1.59 2.09 0.61
H -0.36 0.18 1.82
H -1.00 0.73 -0.90
H 0.96 2.35 -1.43
H 0.15 -1.18 -1.52
H -1.20 -2.05 0.83
H -2.63 -0.37 -0.50
N -1.95 1.08 0.47
O -2.06 -1.14 -0.78
S 1.07 1.88 -0.16
Cl 1.77 -1.33 0.27
*
```

---

Frontier orbital gap in eV, matching the order above: 7.6 9.9
Energy relative to the best compared isomer or geometry (same formula, charge and spin) in eV, matching the order above: 0.475 4.148
F_max in eV/A, matching the order above: 1.85 6.24